118
Properties=species:S:1:pos:R:3:lowdin_charge:R:1 method="wB97M-V/def2-TZVPD" homo_energy_ev=-9.23 e_tot_ev=-164948.38878 total_charge=0 spin_multiplicity=1 gap_ev=9.4 smiles="COB(O)[C@@]1(CCCCN)C(=O)N[C@H](Br)[C@H]1/C(Cl)=C(/C)Cl.c1ccncc1.c1ccncc1.c1ccncc1.c1ccncc1.c1ccncc1.c1ccncc1.c1ccncc1"
H 4.851 -1.009 2.344 0.10
N 2.649 -2.872 5.374 0.06
C 1.854 -1.436 -1.794 -0.64
C 7.019 -2.236 -8.554 -0.16
H 4.869 2.488 -3.621 0.14
H 4.966 5.386 -0.558 0.09
H 7.153 4.108 -1.609 0.11
H -4.278 1.609 2.577 0.10
H 3.793 -0.650 0.978 0.06
H 6.833 -2.433 -9.605 0.10
C -2.290 -1.049 0.743 -0.17
H 1.405 -3.555 -2.150 0.09
C -3.010 -6.234 -2.036 -0.08
C -4.345 4.969 -1.915 -0.08
C 3.321 1.628 -2.465 -0.65
H -1.791 1.572 2.800 0.11
H 0.053 -2.431 -2.245 0.07
H 5.078 -1.398 -8.167 0.10
C 4.519 -1.385 1.358 -0.08
C -8.088 -0.771 2.320 -0.15
H -5.428 4.316 4.523 0.11
H -1.768 -1.826 0.196 0.06
H 5.695 0.963 0.840 0.12
C -6.760 2.640 4.332 -0.08
H 4.569 2.046 0.047 0.07
C 6.231 3.710 -1.144 -0.20
H -1.845 -6.416 -0.240 0.10
H 3.035 -4.672 6.271 0.10
H -8.122 0.982 4.529 0.09
C -6.981 2.689 7.033 -0.16
H 7.853 -1.633 -4.903 0.10
O 6.558 0.497 -3.160 0.14
C 1.841 -4.957 4.500 -0.07
H -0.513 -0.189 1.583 0.04
H -6.699 2.584 3.254 0.08
Cl 3.429 -1.201 -3.905 0.82
H 5.165 -2.286 -2.289 0.07
C -7.550 1.749 5.041 -0.14
C 2.047 -2.258 4.355 -0.16
H -4.191 -5.671 -3.747 0.10
H 6.618 5.433 0.159 0.11
H -2.012 -3.981 0.274 0.09
H -5.634 4.363 7.010 0.10
H 9.484 -2.648 -6.497 0.10
H 7.122 2.623 0.443 0.11
H -4.984 3.038 -2.607 0.11
Cl 1.204 -1.076 -0.186 0.75
B 5.546 -1.117 -0.755 -0.56
C -9.427 -0.862 2.669 -0.07
H -4.810 5.525 -2.719 0.10
H -11.293 0.202 2.690 0.11
C -6.055 3.600 5.040 -0.08
C 5.548 0.794 -2.639 -0.45
C 2.873 -0.760 -2.293 -0.60
N -7.539 0.310 1.764 0.05
C -2.482 -4.396 -0.608 -0.08
C -8.343 1.352 1.541 -0.17
C 6.641 2.347 -0.511 -0.17
C 7.587 -1.792 -5.940 -0.06
C 5.046 0.343 -1.221 -0.16
C -3.146 3.677 0.144 -0.15
H 5.604 -0.992 -5.760 0.07
N 4.538 1.613 -3.233 0.06
C -3.684 0.863 2.067 -0.08
C 8.492 -2.357 -6.825 -0.15
H -3.532 6.706 -0.934 0.10
H -10.295 2.241 1.654 0.11
N -3.618 -1.049 0.611 0.07
H 2.157 -1.178 4.334 0.10
H 3.997 -2.335 1.555 0.09
H -7.410 -1.601 2.491 0.11
C 1.324 -2.918 3.374 -0.08
H -2.962 -7.283 -2.296 0.10
C 1.118 -2.560 -2.515 -0.11
C 5.450 1.411 -0.134 -0.10
N 5.249 4.220 1.155 -0.01
H 7.426 1.843 -1.095 0.11
O 5.922 -2.034 -1.741 0.15
C -10.242 0.232 2.431 -0.08
C -2.304 0.839 2.188 -0.09
N -7.669 1.758 6.370 0.06
H 0.854 -2.367 2.571 0.07
H 0.667 -4.851 2.704 0.10
H 5.506 3.605 -1.957 0.04
H -3.297 -2.522 -1.293 0.07
C 2.537 -4.200 5.431 -0.15
C -3.194 -3.584 -1.479 -0.15
H -3.880 1.846 -0.713 0.09
C -4.290 -0.099 1.272 -0.14
H 1.785 -6.033 4.596 0.10
C -2.391 -5.748 -0.896 -0.09
C -3.694 -5.338 -2.842 -0.16
H 1.164 -2.449 -3.602 0.06
C -4.440 3.589 -1.849 -0.08
C 3.510 0.375 -1.507 -0.28
C 6.338 -1.438 -6.420 -0.08
H 3.034 0.707 -0.578 0.09
C -1.590 -0.137 1.513 -0.09
H -7.097 2.671 8.112 0.10
O 5.687 -1.539 0.553 0.05
C 5.775 4.777 -0.104 -0.27
H -5.369 -0.117 1.153 0.07
C -9.692 1.366 1.855 -0.07
N 8.229 -2.583 -8.114 0.05
H -7.867 2.215 1.086 0.11
C 1.222 -4.297 3.451 -0.08
H 4.290 3.906 1.040 0.04
C -3.829 2.923 -0.799 -0.06
H 5.282 4.897 1.909 0.07
Br 2.687 3.312 -1.666 0.74
N -3.041 5.007 0.098 0.05
H -2.655 3.203 0.984 0.08
C 6.043 -1.661 -7.755 -0.08
H 2.496 1.340 -3.131 0.08
N -3.796 -4.033 -2.583 0.06
C -6.166 3.629 6.421 -0.08
C -3.636 5.626 -0.922 -0.16
H -9.819 -1.766 3.116 0.11

---

116
Properties=species:S:1:pos:R:3:lowdin_charge:R:1 method="wB97M-V/def2-TZVPD" e_above_lowest_kcal_mol=0.00 homo_energy_ev="-9.43 / -9.43" e_tot_ev=-75063.57240 total_charge=+1 spin_multiplicity=1 gap_ev="5.8 / 5.8"
H 0.266 -4.074 -3.984 0.07
N 0.308 0.669 -2.304 -0.08
C 4.335 -0.077 -2.258 -0.13
H 6.020 4.938 0.825 0.08
C -8.507 0.251 -0.364 -0.59
H 5.318 1.663 -3.005 0.11
C -0.362 0.742 2.834 -0.21
H 2.287 -3.477 -2.514 0.11
C 0.698 5.467 2.701 -0.07
N 1.162 0.317 -3.253 0.13
H 5.868 0.158 -3.703 0.11
H -0.854 1.645 5.448 0.11
H -1.670 -2.365 5.697 0.08
N 2.416 -0.455 -1.004 -0.03
C 3.444 1.749 -0.826 0.07
C 2.732 -1.559 -1.746 -0.23
C 2.059 3.486 1.965 -0.13
H 4.403 -3.020 -5.490 0.08
C -2.010 -5.009 0.094 -0.18
H -4.468 0.345 -2.618 0.12
H -6.788 0.084 1.743 0.12
C -1.474 -2.312 1.466 0.06
H -2.326 2.961 3.857 0.06
C 0.371 1.898 2.868 0.06
C -2.320 -2.767 4.919 -0.07
H -3.005 2.899 5.488 0.08
H 5.648 3.210 0.785 0.07
H 1.338 -5.486 -2.169 0.11
H -1.296 -4.778 -3.576 0.08
H -1.498 1.812 -2.393 0.10
H 6.427 1.045 -0.817 0.07
C 2.889 3.475 0.876 -0.13
C 0.011 -4.119 -1.219 -0.12
H -2.234 -5.635 -0.772 0.11
H 2.261 0.878 -5.493 0.10
H -2.251 -2.964 1.843 0.12
H -2.944 -4.501 0.346 0.11
C -1.352 0.375 3.810 -0.11
C -4.892 0.126 0.740 -0.01
N 0.692 0.840 -4.330 -0.26
C -2.799 0.194 -0.512 -0.07
C -1.742 1.199 4.994 -0.18
H 7.586 1.091 -2.150 0.08
C -4.977 0.289 -1.665 -0.01
C -7.004 0.227 -0.383 -0.12
H -3.614 -2.053 3.343 0.11
H -0.016 -5.800 -4.238 0.08
H 0.195 2.578 3.690 0.12
F -8.986 1.413 -0.845 0.15
H -3.100 -3.359 5.398 0.08
C -1.521 3.463 0.167 -0.11
C 3.917 4.494 0.497 -0.18
N 0.256 -2.034 -0.227 -0.03
C -0.975 -4.001 -0.289 -0.11
H -6.938 0.368 -2.522 0.13
C 5.285 4.186 1.112 -0.07
C 5.555 0.622 -2.765 -0.19
H -1.539 3.120 1.205 0.07
H -3.656 1.866 4.211 0.08
H -0.231 4.893 2.691 0.06
H -0.225 -6.151 -1.775 0.11
O -0.361 2.987 -0.513 -0.16
H -1.341 -5.289 2.147 0.07
N -0.277 -0.215 1.838 -0.02
H 2.905 -2.348 -4.832 0.07
H -2.176 0.550 5.756 0.11
C -4.230 0.202 -0.488 -0.24
C 1.950 -2.694 -1.850 0.06
C 6.709 0.575 -1.760 -0.07
H -4.305 0.065 1.648 0.11
N -0.426 1.521 -4.197 0.16
H 6.986 -0.457 -1.543 0.08
N 1.284 0.611 -5.561 0.15
C 3.941 -1.355 -2.499 -0.13
H -2.331 -6.613 1.523 0.08
H 3.580 5.480 0.823 0.11
C 3.382 0.475 -1.332 -0.24
H -1.719 -3.433 4.299 0.07
H 4.416 -3.363 -3.043 0.11
H 0.415 3.423 -0.142 0.06
C -2.927 -1.637 4.085 -0.19
C -1.205 -1.168 2.187 -0.22
F -9.004 0.095 0.872 0.14
C 0.270 -5.255 -2.154 -0.18
C -1.883 -0.810 3.402 -0.13
C -1.585 0.206 -0.447 -0.15
C -0.221 -4.960 -3.574 -0.07
C 0.788 -2.910 -1.155 -0.20
C 3.992 -2.247 -4.841 -0.08
H 5.645 -2.196 -3.447 0.11
C -1.559 -5.890 1.262 -0.07
H -0.651 -6.436 1.005 0.08
H 4.004 4.552 -0.590 0.11
H 2.810 5.169 3.014 0.11
H -3.531 -0.991 4.725 0.11
C 1.902 4.565 2.989 -0.18
C -0.654 1.391 -2.903 -0.17
W 0.473 0.033 -0.128 1.65
C -6.275 0.140 0.793 0.00
C 2.666 2.228 0.210 -0.23
H 0.793 1.199 -6.225 0.11
H 5.224 4.165 2.200 0.08
H -1.578 4.553 0.136 0.09
H 0.605 6.249 3.454 0.08
H 0.802 5.947 1.726 0.08
H 1.806 4.124 3.983 0.12
C -2.741 2.297 4.619 -0.07
F -9.021 -0.728 -1.131 0.15
C 1.323 2.260 1.932 -0.23
H 4.222 2.400 -1.203 0.12
N 1.673 1.504 0.837 -0.04
H -2.388 3.046 -0.341 0.07
C -0.786 -2.728 0.354 -0.21
C 4.564 -2.351 -3.425 -0.18
H 4.227 -1.277 -5.283 0.07
C -6.358 0.301 -1.611 0.00